[1]
Density functional theory data (the ωB97M-V functional and the def2-TZVPD basis) for a cluster of 3 separate species, C18H45F2N7O9P4 in total in a non-equilibrium geometry.

Cartesian coordinates (Å):
C 1.273 -4.621 -4.199
C 1.033 -3.029 -4.218
C 1.141 -2.343 -2.729
O 2.136 -3.138 -2.037
C 3.134 -2.389 -1.342
O 3.173 -2.515 -0.076
P 1.715 -0.539 -3.161
P 1.418 0.838 -1.502
O -0.046 1.354 -1.465
O 2.364 2.247 -1.882
O 1.975 0.309 0.015
N -0.179 -2.196 -2.052
C -1.183 -3.197 -2.451
O -1.397 -4.296 -1.877
F -2.057 -2.918 -3.568
C -0.135 -2.243 -0.579
O -0.619 -1.254 0.039
F 0.318 -3.315 0.234
H 0.520 -5.103 -3.485
H 1.058 -5.039 -5.258
H 2.356 -4.892 -3.927
H 1.946 -2.582 -4.786
H 0.114 -2.681 -4.801
H 3.963 -1.750 -1.797
H 3.151 -0.534 -3.408
H 3.237 1.955 -2.256
H 2.948 0.500 0.107
C -3.032 3.835 -4.097
N -2.005 4.573 -3.400
C -0.983 3.686 -2.854
P -1.701 6.238 -3.325
O -0.717 6.210 -4.513
N -2.830 7.253 -4.146
C -4.231 7.006 -4.429
C -2.296 8.035 -5.267
N -2.794 6.309 -1.913
C -2.003 6.621 -0.711
C -3.845 5.382 -1.521
H -3.548 3.167 -3.396
H -2.627 3.220 -4.907
H -3.802 4.465 -4.528
H -1.057 3.654 -1.762
H 0.022 4.036 -3.115
H -1.066 2.660 -3.220
H -4.373 6.266 -5.223
H -4.724 7.921 -4.777
H -4.810 6.728 -3.552
H -2.180 7.416 -6.168
H -1.332 8.483 -5.021
H -2.953 8.875 -5.530
H -1.404 5.764 -0.397
H -2.639 6.930 0.126
H -1.325 7.455 -0.913
H -3.454 4.445 -1.110
H -4.534 5.138 -2.328
H -4.469 5.846 -0.748
C 1.507 -2.573 7.050
N 2.387 -3.163 6.068
C 3.641 -2.429 5.963
P 2.282 -4.635 5.233
O 3.121 -5.398 6.277
N 0.865 -5.575 5.527
C -0.455 -5.123 5.925
C 1.080 -6.884 6.153
N 1.349 -3.780 3.971
C 2.155 -3.719 2.739
C 0.599 -2.538 4.069
H 1.240 -1.554 6.745
H 1.967 -2.516 8.042
H 0.568 -3.104 7.164
H 3.686 -1.892 5.008
H 4.500 -3.107 6.011
H 3.774 -1.693 6.761
H -0.490 -4.807 6.972
H -1.187 -5.933 5.829
H -0.860 -4.342 5.286
H 1.253 -6.787 7.234
H 1.924 -7.410 5.707
H 0.216 -7.549 6.019
H 2.972 -3.000 2.839
H 1.552 -3.444 1.870
H 2.588 -4.699 2.522
H 1.244 -1.654 4.120
H -0.086 -2.508 4.915
H -0.040 -2.428 3.184

Cartesian forces, eV/Å:
C -0.644 0.093 -0.391
C 1.351 0.253 -0.125
C 1.357 -0.126 -2.317
O 0.545 2.074 0.430
C -0.074 -1.298 6.233
O -0.027 0.577 -5.934
P -0.505 0.141 -1.182
P -2.821 4.251 2.402
O 4.621 -2.421 -0.008
O 0.059 -3.445 0.030
O 0.525 1.063 -2.529
N -0.161 -2.927 0.517
C -2.373 -4.970 0.786
O 1.171 5.623 -2.522
F 2.877 0.304 2.668
C -2.514 4.357 4.890
O 2.554 -5.067 -3.001
F -0.885 1.992 -3.273
H 1.287 0.457 -0.954
H 0.345 0.790 1.741
H -1.850 0.512 -0.258
H -1.553 -0.635 0.869
H 1.137 -0.580 1.083
H -1.515 -1.147 -0.299
H -0.811 -0.341 0.621
H -0.897 0.602 0.432
H -1.275 -0.283 -0.023
C -0.087 0.203 -0.199
N -0.468 -1.907 -0.096
C 0.223 0.640 0.309
P -4.796 -2.104 -5.247
O 2.227 1.342 2.841
N 0.240 1.053 -0.744
C -0.542 0.355 0.746
C 0.350 0.042 -0.228
N 1.771 1.680 2.582
C -0.300 0.558 0.088
C 0.216 -0.853 -0.384
H 0.032 -0.109 0.011
H 0.058 -0.034 -0.067
H 0.074 0.200 -0.019
H 0.111 -0.214 0.062
H -0.052 -0.048 0.006
H -0.239 0.256 0.004
H 0.021 -0.083 -0.023
H 0.266 0.017 -0.001
H 0.180 -0.276 0.064
H 0.139 0.091 0.040
H -0.054 -0.292 -0.076
H -0.189 -0.298 0.311
H 0.057 -0.061 0.228
H -0.037 -0.120 -0.104
H 0.090 -0.003 -0.106
H -0.030 -0.108 0.024
H 0.295 -0.022 -0.124
H 0.352 0.260 -0.009
C -0.152 -0.191 0.090
N 0.133 1.923 1.042
C 0.153 -0.436 -0.543
P -4.797 0.637 5.607
O 2.136 -0.424 -3.223
N -0.057 -1.287 0.194
C -0.550 0.181 -0.826
C 0.309 -0.239 0.182
N 1.592 -0.839 -3.007
C -0.468 -0.333 -0.384
C 0.353 0.476 0.723
H 0.031 0.087 0.040
H 0.053 -0.028 0.073
H 0.030 -0.196 -0.086
H 0.153 0.178 -0.063
H -0.047 0.056 0.026
H -0.261 -0.158 -0.016
H 0.042 0.051 0.060
H 0.255 -0.082 -0.013
H 0.247 0.214 0.063
H 0.116 -0.094 -0.081
H 0.010 0.230 0.202
H -0.077 0.446 -0.136
H 0.110 0.130 -0.185
H 0.176 0.053 0.386
H 0.097 -0.080 0.099
H 0.000 0.124 0.014
H 0.276 -0.108 0.119
H 0.305 -0.305 -0.130

Summary:
Kohn-Sham gap: 6.30 eV
HOMO energy: -7.4 eV
SMILES: CC[C@@](OC=O)(PP(=O)(O)O)N(C(=O)F)C(=O)F.CN(C)P(=O)(N(C)C)N(C)C.CN(C)P(=O)(N(C)C)N(C)C
E_LUMO: -1.1 eV

[2]
Density functional theory data (the ωB97M-V functional and the def2-TZVPD basis) for a structure of composition C18H45F8Li3N4O28P3S8 in a non-equilibrium geometry.

Cartesian coordinates (Å):
Li 0.939 1.931 4.678
Li 0.434 -2.352 4.431
Li 0.746 -4.223 -2.304
N 4.402 6.578 2.054
S 4.467 5.646 0.612
O 3.549 5.994 -0.442
O 4.675 4.224 0.811
F 5.875 6.246 0.120
S 2.994 6.138 2.369
O 2.871 4.762 2.795
O 1.841 6.779 1.744
F 3.026 6.762 3.841
N 1.605 -5.212 3.341
S 3.231 -5.255 2.722
O 3.506 -4.497 1.488
O 3.998 -6.489 2.887
F 3.897 -4.202 3.743
S 1.075 -6.221 2.287
O 1.379 -7.642 2.409
O 0.805 -5.642 0.969
F -0.507 -6.250 2.741
N -0.081 0.057 2.430
S -1.643 0.362 1.800
O -2.362 -0.751 1.180
O -1.896 1.696 1.308
F -2.226 0.492 3.338
S 0.540 0.133 0.914
O 0.661 1.479 0.356
O 0.341 -0.985 0.003
F 2.037 -0.061 1.479
N 9.385 1.188 3.244
S 9.102 2.412 2.364
O 8.472 3.522 2.980
O 8.892 2.262 0.967
F 10.648 3.029 2.401
S 7.851 0.597 3.038
O 7.540 -0.041 1.757
O 6.825 1.204 3.790
F 8.232 -0.591 4.030
C -0.026 -0.372 -9.661
C 1.310 -0.161 -8.821
O 1.424 -1.183 -7.801
P 1.104 -0.745 -6.292
O 1.080 -1.827 -5.268
O -0.325 0.001 -6.427
C -0.602 1.199 -5.792
C -1.802 0.837 -4.923
O 2.181 0.465 -6.002
C 3.443 0.127 -5.450
C 4.535 0.998 -6.050
H -0.035 0.348 -10.480
H -0.244 -1.374 -10.030
H -1.004 -0.079 -9.280
H 2.081 -0.369 -9.563
H 1.379 0.846 -8.410
H 0.284 1.593 -5.295
H -0.867 1.975 -6.510
H -2.083 1.589 -4.185
H -2.687 0.555 -5.494
H -1.573 -0.129 -4.472
H 3.351 0.347 -4.387
H 3.610 -0.949 -5.490
H 5.394 0.916 -5.383
H 4.713 0.606 -7.051
H 4.196 2.029 -6.147
C -2.861 9.096 5.445
C -2.906 7.560 5.540
O -1.840 7.211 6.429
P -1.795 5.765 7.068
O -1.128 4.748 6.219
O -3.353 5.481 7.415
C -3.789 4.272 8.050
C -3.306 4.023 9.505
O -1.097 6.006 8.525
C 0.210 6.434 8.783
C 1.228 5.308 8.702
H -3.247 9.586 6.338
H -1.832 9.426 5.301
H -3.440 9.517 4.624
H -3.870 7.326 5.992
H -2.867 7.051 4.577
H -4.868 4.124 8.095
H -3.355 3.587 7.321
H -2.216 4.006 9.501
H -3.763 4.760 10.165
H -3.601 3.048 9.895
H 0.481 7.328 8.221
H 0.123 6.916 9.757
H 2.136 5.666 9.188
H 0.861 4.378 9.135
H 1.288 5.127 7.629
C -5.895 -5.442 -0.701
C -4.712 -6.091 -1.487
O -4.993 -6.064 -2.868
P -3.778 -6.435 -3.897
O -2.413 -6.057 -3.449
O -4.075 -7.991 -4.333
C -3.341 -9.053 -3.645
C -3.527 -10.345 -4.434
O -4.287 -5.671 -5.209
C -3.504 -5.718 -6.393
C -4.223 -4.821 -7.386
H -5.926 -4.389 -0.982
H -6.807 -6.038 -0.741
H -5.564 -5.456 0.337
H -3.793 -5.515 -1.373
H -4.470 -7.087 -1.117
H -2.295 -8.749 -3.608
H -3.677 -9.211 -2.620
H -4.548 -10.726 -4.445
H -3.041 -10.295 -5.408
H -3.041 -11.182 -3.930
H -2.504 -5.330 -6.197
H -3.514 -6.766 -6.692
H -4.022 -3.781 -7.128
H -3.899 -4.965 -8.417
H -5.308 -4.894 -7.307

Cartesian forces, eV/Å:
Li 0.040 0.692 -0.818
Li 0.148 -0.312 -0.854
Li -0.078 0.143 0.237
N 1.740 -1.207 -4.572
S 2.819 -1.068 -1.328
O 0.428 0.375 0.842
O 0.146 2.056 -0.022
F -0.724 -0.342 0.359
S -5.133 0.113 4.894
O -0.776 -0.411 -1.027
O 1.562 -0.847 0.496
F -0.414 1.141 0.593
N 3.723 0.261 -0.530
S 4.486 2.124 -0.832
O -1.797 -1.774 1.875
O -2.210 1.953 0.248
F -1.060 -0.830 0.504
S -6.327 -3.323 -2.842
O 0.475 2.451 -0.259
O 1.573 -0.681 0.833
F 0.767 0.344 0.889
N -2.629 0.007 -2.776
S -3.740 0.791 2.430
O 1.719 1.556 1.359
O 0.681 -1.788 0.365
F -0.063 -0.553 -0.569
S 6.231 1.599 -2.193
O -1.140 -2.566 0.926
O -0.379 1.110 1.598
F -0.442 -0.581 -0.187
N -2.582 -1.100 -0.798
S 4.666 6.422 -1.771
O -1.394 0.175 0.760
O -0.326 -0.839 -0.554
F -0.235 -0.907 -0.103
S 0.758 -5.015 0.417
O 0.546 1.158 2.169
O -1.107 1.222 0.019
F -0.316 -1.226 -0.046
C -0.180 1.020 0.281
C -2.164 -1.164 -1.412
O -0.193 0.208 0.897
P 0.013 0.738 0.795
O 0.373 0.753 -1.366
O 2.545 -1.703 -1.674
C -1.309 1.287 1.011
C 0.008 -0.103 0.468
O -2.384 -1.257 -1.114
C 0.423 0.398 1.525
C -0.737 -0.877 -0.202
H 0.710 -0.267 -0.555
H 0.856 -0.099 -0.077
H 0.279 0.027 1.363
H 0.367 0.213 0.467
H 0.090 -0.139 -0.039
H -0.258 -0.175 0.533
H -0.070 -0.135 -0.382
H 0.119 -0.102 0.028
H 0.032 0.547 -0.511
H 0.262 0.273 0.669
H 0.126 0.036 0.149
H 0.270 0.009 -0.424
H 0.190 0.165 -0.380
H 0.542 0.193 -0.038
H 0.078 -0.034 0.257
C 0.290 0.004 -0.388
C -1.021 1.716 0.023
O -0.214 -0.862 0.459
P 0.599 -0.203 0.598
O -0.555 0.201 0.832
O 0.656 1.338 0.870
C 1.007 -1.578 0.159
C 0.288 0.206 -1.023
O -2.317 -0.609 -1.907
C 0.593 0.955 1.126
C -0.806 0.667 -0.549
H 0.106 -0.303 0.219
H 0.023 -0.038 -0.020
H -0.075 -0.375 -0.186
H 0.114 -0.386 0.096
H 0.535 0.033 0.050
H -0.077 0.873 -0.751
H -0.366 -1.112 0.589
H -0.066 0.454 0.459
H 0.474 0.187 0.040
H -0.350 -0.131 -0.427
H 0.105 -0.366 -0.913
H 0.162 -0.592 0.552
H 0.215 -0.380 -0.396
H -0.019 0.211 0.400
H 0.852 -0.168 0.021
C 1.986 -0.661 -0.052
C -0.214 0.897 1.207
O 1.006 -0.744 -2.140
P -1.473 0.129 -0.404
O -0.831 -0.761 -0.115
O 0.897 1.129 1.082
C -0.004 -0.356 -0.625
C 0.436 -0.362 0.476
O -0.154 -0.237 1.978
C -0.555 -0.028 -0.622
C 0.091 0.605 0.071
H -0.698 -0.190 -0.181
H -0.058 0.425 -0.425
H -0.085 0.025 0.189
H -0.073 0.203 0.512
H -0.325 -0.288 -0.152
H 0.042 -0.140 -0.003
H -0.311 0.363 0.014
H -0.223 0.651 -0.490
H -0.483 0.117 -0.153
H 0.496 0.202 0.329
H 0.109 -0.297 -0.011
H 0.433 0.030 -0.352
H 0.167 0.078 -0.022
H -0.009 -0.173 0.071
H 0.054 -0.493 -0.112

Summary:
Kohn-Sham gap: 4.08 eV
HOMO energy: -5.9 eV
Net charge: -1
E_LUMO: -1.8 eV